A cluster of 15 separate species, C79H160F21N8O21S7 in total at a distorted geometry. Source: the OMol25 dataset; level of theory: ωB97M-V/def2-TZVPD.

Computed properties:
Spin multiplicity   1
Charge   +1
HOMO   -9.8 eV
LUMO level   -0.0593 Eh
Relative energy (zero: lowest compared OMol25 entry of this formula, charge and spin)   0.00 kcal/mol
Orbital gap   8.136 eV

```
296
Properties=species:S:1:pos:R:3:forces:R:3
H 0.38558 7.53825 3.60027 -0.063 0.572 -0.193
C 5.51250 2.63654 4.46645 0.228 0.706 1.359
H 1.62676 -0.00260 -0.36496 0.010 -0.031 0.367
O -4.85633 2.37297 -4.02437 0.207 0.347 0.038
C 5.60435 4.93362 5.36226 -0.020 0.022 1.246
C 5.29911 1.56858 -2.75344 0.660 -0.507 0.698
O 2.53574 -3.39910 -0.57287 0.270 0.330 0.614
H -1.84164 -3.79099 6.24639 0.202 0.763 0.215
H 2.55971 -6.73422 -0.19840 -0.144 0.003 0.225
H 0.35396 -4.56379 4.69805 -0.414 0.183 0.561
H 5.99972 2.18688 5.36276 -0.158 0.575 -0.275
H 7.11123 4.14922 3.97233 -1.184 -0.219 0.245
C -4.96171 -0.59257 -1.81931 -1.406 -1.536 -0.694
C -2.32652 0.11020 0.13765 0.465 0.004 -1.612
H 5.72963 -2.61613 3.07072 0.083 -0.587 0.315
C 2.98572 1.70671 -3.41763 -0.555 -1.443 -0.722
N -6.50841 -0.79559 -1.48747 -0.805 -0.020 1.048
F 2.44444 3.18188 -0.28060 0.101 0.283 0.533
H 7.91247 -1.78753 -2.11089 -0.007 -0.394 0.022
F 0.64341 -2.26196 6.55930 0.742 0.857 0.206
F -2.94923 1.03942 -6.04655 1.105 -1.684 0.416
O 1.08914 -0.52950 4.40697 0.073 0.250 0.419
N -1.43861 1.01393 0.93969 0.792 -0.394 0.882
H -2.24100 -3.64007 -6.02908 0.421 -0.532 0.064
N 3.57068 3.56675 5.87971 -0.035 -2.655 0.018
O -6.35093 6.16608 3.10499 -0.900 0.020 1.547
H -0.60444 -3.67001 -10.14892 -0.100 -0.246 -0.340
H -1.35009 -0.59028 4.96289 -0.021 -0.509 -0.693
C 5.09424 -2.71467 2.19444 0.499 1.765 -0.488
H 1.37920 -3.09626 -6.96643 -0.416 -0.606 -0.137
H 5.91391 -1.28424 -0.68969 0.369 0.418 0.805
O 0.70926 4.96902 1.17575 0.511 -0.287 -0.028
H 6.36442 1.73248 -2.97763 -0.350 -0.280 -0.127
N 0.30186 -4.92995 2.67206 -1.733 -0.809 0.385
O 2.47201 5.31163 2.79606 0.916 0.479 0.647
C 1.99194 -6.65756 0.72845 -1.181 -0.032 2.376
H 5.01286 3.14168 7.34747 0.866 0.275 0.344
N -1.65433 7.18976 3.16061 1.337 1.746 -0.500
H -7.13900 -1.29086 -4.23771 0.332 -0.440 0.738
C 7.13529 -3.40327 -0.93768 -0.974 0.472 1.297
H -3.85443 9.12158 2.17464 0.648 -0.416 -0.420
C -2.26752 -0.14747 -5.97393 0.893 1.862 0.635
H -1.10429 5.28515 2.43233 -0.130 0.115 0.326
C 0.68324 -0.20583 0.16816 -0.002 0.781 -1.848
H 2.77061 0.94047 -2.64015 0.132 0.469 -0.339
H 1.36471 2.32418 7.22214 0.154 -0.456 0.502
C -7.14128 -2.00209 -2.15693 0.957 -0.441 0.881
H 0.50654 1.97808 0.79244 -0.232 -0.586 0.422
F 2.20716 -0.75436 7.11281 -0.405 0.360 1.658
H 1.93882 3.94525 4.76020 -0.482 0.144 -1.568
H 7.22965 -4.48168 -0.73566 0.418 0.426 0.098
C -0.07175 -6.55749 -8.23785 0.416 0.508 0.813
C -0.43785 -4.91052 4.04256 -0.434 1.111 -1.343
C 8.22178 -2.76985 -1.72436 1.403 0.053 0.425
H 0.36646 4.91826 -3.77578 0.676 0.133 -0.321
H 9.12531 -2.59324 -1.11711 -0.205 -0.056 -0.133
H 1.58535 -6.25767 3.59839 -0.205 -0.584 0.276
C -5.92221 3.56407 2.48326 -0.758 0.183 0.204
C -7.22934 0.51010 -1.78474 -0.261 -0.557 0.637
F -4.60812 -5.83394 2.21292 -0.745 -0.252 -2.113
C -0.29820 -6.07721 1.82196 -0.385 1.265 -0.298
C -0.43456 -5.77265 -9.48570 0.365 0.744 -0.492
H -6.74648 -0.09822 3.22154 0.420 -0.187 -0.378
H 7.58788 -0.79272 -0.12126 -1.207 -0.405 0.394
H 2.91706 -4.75968 1.20929 -0.434 -0.199 0.586
H -0.04445 -4.79452 -4.21296 -0.429 -0.384 0.218
H -7.19933 0.68393 1.07408 -0.666 0.046 -0.297
H 3.39224 3.31864 8.07417 0.017 0.367 -0.431
O -0.31570 1.20832 -7.12055 0.044 -0.055 0.555
H 7.74546 -2.91912 2.36661 0.103 0.283 -0.602
H -1.30705 -5.70856 1.52712 0.641 -0.635 0.342
N -0.39267 -4.40265 -6.83365 0.130 0.506 -0.179
H 6.01435 5.93969 5.30446 -0.437 0.231 -0.299
N 1.95305 1.49207 -4.47356 0.180 -0.844 -1.115
F -4.94518 -6.55068 0.05205 0.129 0.270 1.174
C 2.04684 2.49434 -5.63294 0.157 0.054 0.519
H 5.99156 4.59470 6.33176 0.702 -0.330 -0.342
O 4.26743 -2.41114 -2.06241 -0.618 -0.325 0.476
C -0.91180 -3.73897 -8.11028 -0.385 -1.502 1.157
H -4.27438 5.35734 5.36192 1.197 0.148 0.527
H 0.86770 -3.92780 -9.27932 -0.572 -0.587 -0.013
H 1.89870 -7.63527 1.25658 0.700 0.208 -0.583
H 0.48820 -2.79240 2.56090 0.021 0.320 0.661
H -1.70146 -4.76962 -2.35990 -0.242 -0.890 0.630
H -0.25536 3.91382 -4.94938 -0.722 -0.306 -1.052
C -2.62068 5.06502 4.04408 0.756 -0.849 0.036
O 2.02302 -2.88545 -2.83987 -1.260 0.090 -1.998
C -6.45767 -0.80907 2.42491 -0.620 0.665 0.252
C 5.75359 -3.45882 1.03633 -2.989 0.051 0.146
S 2.23953 -1.33610 4.76218 0.022 0.096 -3.436
H 5.43198 4.49862 3.29659 0.861 -0.694 0.776
H -0.69258 3.43434 6.37962 0.061 0.783 -0.034
C -6.71715 -2.07843 -3.55943 0.145 -0.899 -2.080
S 3.04023 -3.20748 -1.91799 1.119 1.546 2.248
O 2.31859 -2.55676 3.98435 -0.099 -0.557 0.131
H 4.05654 -1.21984 1.01820 -0.598 -0.228 -0.338
C -0.65944 -5.89658 -6.93265 0.933 0.318 -1.854
C 0.57273 3.96720 -4.28775 -0.243 1.340 0.892
H -2.46249 -5.30342 5.80284 -0.212 0.690 -0.672
S -3.89509 2.65948 -2.98284 -0.866 -1.686 0.796
O -1.36333 -0.45687 -8.49512 -0.846 -0.644 -0.649
H 2.77059 2.68775 -3.02749 0.587 0.142 0.342
H 6.20660 -3.28838 -1.47945 -0.345 0.095 -0.029
H 4.22936 -0.82934 2.68213 -0.304 0.667 1.015
C 4.39130 1.55852 -3.96690 0.257 2.218 0.656
H -0.01223 -6.13419 -10.42989 0.481 -0.160 0.467
O -4.81597 5.60524 1.44243 3.097 -0.097 -0.922
H 9.01903 -3.13481 -3.63493 0.662 -0.218 -0.432
H -0.74235 1.28505 2.96056 0.372 1.018 0.113
C 0.11757 -3.59521 1.95790 1.255 -1.724 -0.141
S 1.80504 4.38441 1.93387 -2.873 0.926 0.161
H 2.73350 4.19215 -4.44697 0.079 -0.245 0.161
H -3.64148 -0.62334 -3.56988 0.566 0.119 0.531
H 1.68394 1.59400 5.58783 -0.319 0.148 0.525
H 3.85952 1.84478 7.19593 -0.125 0.785 -0.237
C -0.22330 2.66042 5.79447 1.111 -0.609 0.034
H -8.23775 -2.01299 -2.04025 0.503 0.358 0.282
C -2.40157 -4.23792 5.44556 -0.945 -1.593 1.214
C -3.46678 4.40048 -3.26062 0.180 -0.340 -0.508
H -0.10898 1.56688 -0.77315 -0.691 -0.321 0.544
C -3.06562 8.71258 1.49358 0.589 1.474 1.083
C 0.58333 1.55539 -3.87839 1.786 0.141 2.759
H 5.74966 1.91582 3.73090 0.161 -0.551 -1.291
S -6.11082 5.34967 1.95953 -0.797 -0.023 -0.633
C 3.97727 2.95074 7.22790 -0.639 -0.841 -1.090
O -4.24764 -2.98376 1.12937 0.318 -0.890 0.131
O 1.48304 3.11575 2.53216 0.138 -0.772 0.286
H 1.66073 -4.98767 -6.96532 -0.506 1.537 -0.140
C -2.47966 0.08890 3.13487 -0.618 -1.904 -0.026
C 8.03483 -2.95661 1.29821 0.879 0.904 1.740
H 3.71743 1.59956 4.85726 -0.636 -0.532 0.386
H -0.88620 -2.69028 -7.94749 0.324 0.805 -0.110
H 2.97648 0.17290 -5.75899 -0.880 -0.350 0.462
H 3.84009 5.48099 6.52493 0.158 0.352 0.293
H -0.35443 2.79492 4.71610 0.093 0.311 0.176
H 6.04871 -4.45604 1.41517 0.222 0.421 -0.729
N 6.87503 -2.72121 0.45891 0.432 -0.926 -1.711
H 3.50672 -6.11441 2.14818 0.347 -0.027 0.383
H -0.49028 -7.56530 -8.24461 0.037 0.011 -0.157
H -2.77364 -0.91269 2.75723 0.007 0.367 0.054
F -6.29634 -5.11064 0.96241 0.691 -0.343 0.064
O 0.06219 -1.14224 -6.69309 0.831 -1.560 0.745
C -1.38973 5.71893 3.39757 0.361 0.015 1.849
H -2.57645 0.68344 -0.79903 0.632 -0.449 0.608
C 1.30038 2.45864 6.15872 -1.158 0.008 -1.182
H 1.20054 -0.04214 -5.62446 -0.373 -0.637 -0.250
F -5.29780 2.91138 1.50646 0.083 -0.348 -0.098
H -1.47417 -5.89537 -9.66355 -1.279 -0.026 -0.031
H 3.48555 3.01039 3.79229 0.007 -0.058 0.186
H -1.36451 -3.21975 -2.85785 0.229 0.113 -0.609
F -3.12474 -1.11729 -6.15302 -0.541 -0.827 -0.346
C -1.20693 -3.83654 -5.68525 -0.639 -0.658 0.895
H 4.16542 -3.16655 2.44132 -0.574 -0.821 0.468
H -7.57474 -1.75733 0.24079 0.033 0.423 -0.876
H -2.43942 -4.37886 3.29559 -0.053 -0.327 0.135
H -1.71209 7.11822 1.12170 -1.671 -0.067 0.762
C -1.80967 -4.15311 -3.22028 -1.484 1.067 0.031
H -1.49467 -3.04574 3.89371 -0.461 -0.573 0.445
H -6.67634 -2.87994 -1.61112 -0.723 0.833 -0.576
C 1.67366 -5.37166 3.00076 1.597 1.074 -1.189
H -4.63270 7.89201 0.35650 0.804 0.609 -0.701
O -2.67130 1.87316 -3.06213 0.515 0.452 -0.112
H -2.30496 9.51947 1.32973 -0.269 -0.706 0.577
H -1.45223 -5.74611 -4.70602 -0.484 -0.272 0.522
H -0.35896 -6.93237 2.51064 0.140 0.115 -0.444
H 7.52914 -3.93059 -3.28312 0.538 -0.425 -0.184
C -6.65666 -1.19076 0.00726 1.486 -0.547 0.062
H -3.88638 7.81367 5.70899 0.408 0.188 0.088
H -1.95118 -4.05585 -7.99508 -0.194 0.164 -1.021
H -0.68236 2.99046 -2.87730 0.390 -0.293 -0.276
H 5.70193 0.56231 1.12229 0.177 -0.420 -0.252
H 0.02005 -7.08887 -0.06214 0.173 0.370 0.681
H 2.32378 -0.64867 -4.27925 -0.532 0.512 -0.496
H -5.00151 -2.41392 -4.74099 0.238 0.461 -0.096
H -0.41683 8.90331 2.60595 -0.041 -0.540 0.485
H 5.16390 0.57603 -2.25874 0.330 0.664 -0.155
F 2.63202 -5.68540 -2.50514 0.684 0.037 0.494
C 5.96261 -0.47656 1.38302 0.283 -0.398 0.560
C 2.60145 -5.66357 1.76796 -0.406 0.189 -0.740
H -5.53974 0.39341 0.91064 0.421 0.189 -0.277
H -0.81516 -2.86069 -5.45904 0.396 0.339 0.040
H -3.11251 -0.61468 5.13869 0.357 0.569 -0.292
H 1.20150 -4.14522 -5.54714 0.214 0.352 0.735
C 1.94294 -1.83531 6.41350 -1.574 -0.946 0.124
F 4.43696 -5.33916 -1.25167 -0.645 0.005 -0.204
C 0.51842 -6.29375 0.54620 -0.760 -0.008 -1.738
H 3.46838 5.25948 4.84190 0.337 0.505 -0.511
H -3.05029 7.69276 -0.41368 0.020 0.215 0.009
H -4.78662 0.39508 -1.44621 0.597 0.331 0.433
C -1.77899 -4.10580 4.12175 2.639 0.988 -2.009
H -0.25099 -6.36034 -6.05549 0.103 -0.263 0.234
C 4.73389 -1.25101 1.85907 0.832 -0.745 -1.553
H 4.96706 -3.53462 0.22194 0.942 -0.169 1.020
S -0.82005 -0.14512 -7.21515 -1.199 2.060 -0.267
H 0.01021 7.32813 1.87606 0.083 0.203 0.527
H 1.88059 4.65801 -5.85770 -0.118 -0.652 0.160
F -5.13476 3.39195 3.60826 -1.262 -0.041 -0.752
H -3.34045 0.73071 2.85784 0.523 -0.078 0.577
H -3.29399 6.61324 2.00036 0.290 0.650 -0.639
O -4.44856 2.63374 -1.63320 0.121 0.276 -0.009
C -3.64949 8.40414 0.16171 -1.990 -0.204 -0.969
C 2.95877 3.98999 0.67124 3.119 -0.603 -1.897
H -3.32456 5.02153 3.23769 -0.883 -0.141 -0.201
F 4.42211 -4.75810 -3.32773 0.118 -0.583 -0.220
H -3.41756 -3.84987 5.37457 0.041 0.068 0.451
H -5.15950 0.07966 -3.84008 -0.366 0.079 -0.504
H -0.45945 -0.40551 -1.66899 0.932 -0.394 -0.383
C 4.01108 2.60597 4.65922 0.506 1.453 0.785
C -0.02099 1.17645 0.26203 -0.405 -0.585 0.623
C 6.00594 4.06908 4.18358 -0.110 0.178 -0.842
C 4.10987 4.91763 5.64252 -0.087 0.467 -0.367
H 0.94334 -0.74771 1.07868 -0.170 0.282 0.053
F 4.08899 3.32036 1.16886 -1.427 0.763 -0.368
C 8.53473 -3.71609 -2.87195 -1.601 0.757 -0.542
C -4.68248 -0.74154 -3.32917 -0.360 -0.352 0.972
C -2.11723 2.29584 0.99616 -0.429 1.526 0.177
H -5.80973 -1.91629 0.18115 -0.985 0.608 -0.273
F -4.58361 5.10606 -3.18849 0.334 0.469 0.094
O 3.50630 -0.64591 4.80832 0.340 0.536 0.514
H 6.70351 -0.40767 2.19219 -0.024 0.026 -0.055
C -1.59991 -1.19203 -0.19646 -0.649 -0.446 -0.464
C -2.50948 7.38968 1.90032 1.571 -2.098 0.023
H -3.33137 -0.04081 0.56105 0.670 0.003 0.622
O -7.08588 5.28528 0.91835 -1.040 -0.359 0.221
C -5.18860 -2.11919 -3.70453 -0.707 0.134 -0.994
H 4.66680 0.73015 -4.57390 -0.505 -1.041 -0.326
F 3.43319 5.09488 0.04208 -0.461 -0.804 0.569
F 2.67163 -2.85206 6.80386 0.892 -0.362 0.452
C 3.65215 -4.84066 -2.22836 0.296 -0.921 -1.596
H -1.42978 3.06632 1.37764 -0.237 -0.289 0.109
O -2.59482 -4.65067 0.41790 0.559 -0.299 0.463
C -6.48387 -0.11999 1.03587 1.163 0.162 1.158
S -3.94643 -4.16436 0.32180 -0.288 1.399 -0.372
H -1.35552 7.87541 5.10813 -0.669 0.352 -0.302
H -2.42171 2.59474 -0.01335 -0.112 -0.065 0.189
H -8.23333 0.47771 -1.30583 0.580 -0.154 -0.528
C -0.19809 -4.25773 -9.32963 0.388 0.398 0.226
H -2.06997 0.86469 5.13118 -0.717 0.775 0.242
C -3.23418 5.76813 5.24944 -0.178 1.622 -0.029
H 0.98233 3.09342 -2.32747 -0.308 -0.235 -0.716
H -2.58901 5.78030 6.18048 -0.790 -0.652 -0.879
F -2.95831 4.49924 -4.51079 0.063 0.400 0.512
H -2.22106 -1.64988 -0.97852 0.008 -0.200 0.247
C 0.35817 2.91675 -3.24003 -0.142 -0.483 1.099
C -2.18610 7.92263 4.36851 -0.007 -0.464 -0.275
C -1.13165 -4.75914 -4.42063 1.177 1.647 -1.139
H 4.54401 2.43149 -4.62026 0.341 -0.055 0.313
H 8.53115 -3.91784 1.18675 -0.293 -0.068 -0.613
H -0.06940 1.40553 -4.66088 -1.616 -0.505 -1.502
C -0.31599 7.82323 2.80698 -0.034 -0.777 -0.287
H 0.22748 -2.03299 -1.03354 -0.173 0.870 -0.162
H -3.01375 2.19665 1.63819 0.544 0.303 -0.517
H -5.56404 -1.36754 2.72219 0.051 0.325 -0.461
H -4.51675 -1.46654 -1.32406 0.226 0.641 0.283
C -0.18962 -1.02825 -0.80481 -1.119 -0.036 1.186
H 0.78732 -3.68400 1.10234 -0.434 0.374 -0.353
H -3.75177 9.33813 -0.41399 -0.326 -0.529 0.057
C 6.58894 -1.21481 0.20206 0.414 -0.353 -1.092
H -7.29996 0.67030 -2.87405 0.188 0.016 0.634
F -7.15656 2.96872 2.62357 1.543 0.375 0.579
H 2.08203 -4.57465 3.62565 0.286 -0.225 -0.183
C -5.01187 -5.51057 0.89497 -0.155 -0.007 1.728
O -4.42876 -4.07079 -1.02669 -0.358 0.376 -1.076
H -0.69293 -5.92482 4.19727 0.078 -1.159 0.589
H 3.03284 2.37434 -6.06302 0.135 -0.138 -0.178
C -3.44480 7.28575 4.86161 0.457 -1.901 2.075
H 1.28604 2.20890 -6.38525 0.295 0.169 0.631
H -2.41220 4.00665 4.32274 0.167 0.635 -0.401
H 1.72320 4.58775 6.33707 0.677 -0.939 -0.210
H -4.72016 -2.92211 -3.12472 -0.313 0.279 0.352
H 0.37633 -5.41476 -0.11959 0.247 -0.215 0.525
H -4.23353 7.21987 4.18819 -1.244 0.471 -1.921
C -1.22238 0.49283 2.43298 1.121 -0.054 -1.979
H -0.81409 1.79262 6.05492 0.355 -0.402 0.134
H 1.02430 -6.67561 -8.18326 -0.378 0.076 0.225
H -2.91007 -3.91495 -3.35393 1.251 -0.565 0.028
H -0.93372 -3.55499 1.72187 -0.077 0.213 -0.340
H -7.26241 -1.51868 2.40439 -0.508 -0.658 0.241
H -7.09290 -3.02671 -3.96202 -0.231 0.096 0.072
C 1.06786 -4.08811 -6.60592 0.439 -1.884 -0.190
H -1.62189 -1.88128 0.64145 0.020 -0.047 0.240
C 2.09423 0.09933 -5.07244 2.063 1.087 0.390
H -0.40024 -0.24741 2.30956 -1.186 0.076 0.565
H -2.43785 8.92908 4.02710 0.625 0.078 0.179
F -1.73964 -0.33739 -4.68496 -0.595 0.524 -1.612
H -1.73932 -5.98549 -6.97568 -0.185 -0.084 0.244
H 0.62302 0.70572 -3.16282 -0.661 0.481 -0.372
H 8.71432 -2.14209 1.08664 0.541 -0.107 0.244
H 9.03645 -4.64246 -2.62075 0.175 0.065 0.124
F -2.54954 4.87007 -2.38338 -0.423 -0.063 -0.420
C 1.88132 3.88829 -5.05805 -0.351 0.929 -0.423
C 2.08530 3.68047 5.76129 -0.736 1.007 1.765
H -6.65343 1.28356 -1.26507 -0.138 0.093 -0.542
C -2.26814 -0.07617 4.66371 -0.120 -0.351 -0.230
H 5.04454 2.33793 -2.01704 -0.193 -0.035 -0.146
H -0.49852 5.64295 4.11143 -0.961 0.297 -1.004
```
Positions in Å, forces in eV/Å.